1.
Formula: C15H21N3S
Source: OMol25
Level of theory: ωB97M-V/def2-TZVPD

Positions of all 40 atoms, in Å:
C: 0.21 2.42 4.91
C: -0.10 2.52 3.51
C: -0.10 1.42 2.69
C: -0.36 1.87 1.19
C: -0.61 3.35 0.98
N: -0.51 3.92 -0.14
C: -0.31 3.20 -1.27
N: -0.56 1.80 -1.20
C: -0.54 1.08 -0.09
N: -0.57 -0.17 -0.15
C: -1.61 -1.00 0.72
H: -1.97 -0.32 1.44
H: -2.66 -0.78 -0.10
H: -1.32 -1.85 1.08
C: -0.42 -0.81 -1.50
C: 1.32 -0.59 -1.88
C: 1.58 -0.98 -3.27
C: 1.32 -2.60 -3.31
C: -0.30 -2.88 -2.75
C: -0.44 -2.36 -1.50
H: -0.04 -2.85 -0.81
H: -1.44 -2.67 -1.31
H: -0.81 -2.48 -3.57
H: -0.26 -4.01 -2.92
H: 1.63 -3.29 -2.44
H: 1.43 -2.97 -4.17
H: 2.58 -0.80 -3.52
H: 0.91 -0.70 -3.81
H: 1.92 -1.07 -1.13
H: 1.46 0.56 -1.79
H: -0.97 -0.39 -2.14
H: -0.61 3.68 -2.12
S: -0.39 3.95 2.70
C: 0.33 0.06 2.79
H: 1.21 0.04 3.49
H: 0.67 -0.68 2.17
H: -0.63 -0.55 3.41
H: 1.19 3.08 5.18
H: 0.43 1.34 5.22
H: -0.67 2.52 5.40

Output
gap between HOMO and LUMO: 7.81 eV
largest force on an atom: 12.13 eV Å⁻¹
energy relative to the best compared isomer or geometry (same formula, charge and spin): 11.6917 eV
HOMO level: -7.63 eV

Mulliken population analysis, charges in e, atoms 1 to 2: -1.2414 1.0566

---

2.
Formula: C15H21N5O3
Source: OMol25
Level of theory: ωB97M-V/def2-TZVPD

Positions of all 44 atoms, in Å:
C: -4.37 -0.81 -1.56
C: -3.68 0.34 -0.84
C: -2.20 0.48 -1.23
N: -1.46 -0.78 -1.19
C: -0.11 -0.73 -1.12
C: 0.70 0.39 -1.00
C: 2.13 0.05 -1.26
C: 2.19 -1.48 -1.06
C: 0.74 -2.00 -1.18
C: -2.12 -1.98 -1.73
C: -3.59 -2.11 -1.36
H: -5.39 -0.93 -1.18
H: -4.44 -0.58 -2.64
H: -4.18 1.28 -1.06
H: -3.75 0.18 0.25
H: -2.15 0.91 -2.24
H: -1.73 1.19 -0.55
H: 0.33 1.41 -1.09
H: 2.41 0.28 -2.30
H: 2.84 0.59 -0.62
H: 2.86 -1.96 -1.78
H: 2.58 -1.70 -0.05
H: 0.50 -2.70 -0.36
H: 0.61 -2.54 -2.12
H: -2.03 -1.99 -2.83
H: -1.59 -2.87 -1.36
H: -3.68 -2.42 -0.31
H: -4.03 -2.91 -1.97
C: 2.02 -0.94 4.20
O: 3.04 0.02 3.83
C: 2.64 0.90 2.90
N: 3.49 1.92 2.66
C: 3.02 2.82 1.83
N: 3.70 3.90 1.29
O: 2.85 4.44 0.36
N: 1.58 3.65 0.31
O: 0.73 3.99 -0.49
C: 1.71 2.67 1.25
C: 0.99 1.49 1.40
N: 1.46 0.64 2.31
H: 2.53 -1.58 4.92
H: 1.17 -0.45 4.66
H: 1.69 -1.51 3.33
H: -0.02 1.40 0.99

Output
gap between HOMO and LUMO: 6.21 eV
largest force on an atom: 2.97 eV Å⁻¹
energy relative to the best compared isomer or geometry (same formula, charge and spin): 8.2078 eV
HOMO level: -7.58 eV

Mulliken population analysis, charges in e, atoms 1 to 2: -0.6985 -0.9223

---

3.
Formula: C15H21N5O3S2
Source: OMol25
Level of theory: ωB97M-V/def2-TZVPD

Positions of all 46 atoms, in Å:
C: -0.15 -3.14 -4.64
C: -1.00 -3.82 -3.58
H: -2.06 -3.72 -3.80
H: -0.73 -4.88 -3.50
O: -0.82 -3.22 -2.30
C: 0.24 -3.61 -1.58
O: 1.02 -4.46 -1.93
C: 0.29 -2.89 -0.32
C: 1.21 -2.98 0.71
N: 0.96 -2.15 1.75
C: -0.09 -1.41 1.57
N: -0.46 -0.54 2.56
C: -1.36 0.48 2.69
O: -1.31 1.18 3.67
C: -2.42 0.67 1.63
H: -3.41 0.53 2.08
H: -2.30 0.02 0.76
S: -2.38 2.39 1.06
C: -0.74 2.40 0.50
N: 0.04 1.35 0.41
N: 1.23 1.78 -0.05
C: 1.17 3.07 -0.23
N: -0.08 3.53 0.11
C: -0.62 4.86 0.09
H: 0.18 5.58 0.23
H: -1.35 4.96 0.88
H: -1.11 5.06 -0.87
C: 2.27 3.92 -0.76
C: 3.61 3.24 -0.53
H: 4.42 3.84 -0.94
H: 3.61 2.27 -1.02
H: 3.79 3.08 0.53
C: 2.03 4.19 -2.25
H: 2.03 3.25 -2.80
H: 2.83 4.82 -2.64
H: 1.08 4.69 -2.42
H: 2.26 4.88 -0.22
H: 0.22 -0.56 3.32
S: -0.92 -1.69 0.06
C: 2.39 -3.88 0.76
H: 2.33 -4.51 1.64
H: 2.43 -4.49 -0.13
H: 3.29 -3.28 0.84
H: 0.91 -3.26 -4.41
H: -0.35 -3.58 -5.61
H: -0.38 -2.08 -4.67

Output
gap between HOMO and LUMO: 8.71 eV
largest force on an atom: 1.28 eV Å⁻¹
energy relative to the best compared isomer or geometry (same formula, charge and spin): 0.5239 eV
HOMO level: -8.34 eV

Mulliken population analysis, charges in e, atoms 1 to 2: -1.0909 -0.2963

---

4.
Formula: C15H22AgN2O4S2
Source: OMol25
Level of theory: ωB97M-V/def2-TZVPD

Positions of all 46 atoms, in Å:
C: -2.75 -1.31 -3.08
O: -1.52 -1.80 -3.55
C: -0.60 -0.77 -3.89
C: 0.82 -1.23 -3.60
C: 0.98 -2.09 -2.34
C: 0.34 -1.50 -1.07
C: 1.32 -0.80 -0.10
C: 1.14 0.68 0.09
C: 0.65 1.44 -0.91
C: 0.52 2.84 -0.74
N: 0.05 3.71 -1.64
S: 0.12 5.14 -0.94
N: 0.71 4.77 0.49
C: 0.89 3.44 0.48
C: 1.40 2.65 1.53
C: 1.51 1.31 1.35
C: 2.02 0.49 2.50
C: 0.91 -0.22 3.32
C: -0.37 0.61 3.50
S: -1.80 -0.11 2.81
O: -2.99 0.47 3.34
O: -1.68 -0.33 1.42
O: -1.72 -1.62 3.54
H: -2.64 -0.81 -2.11
H: -3.21 -0.60 -3.77
H: -3.42 -2.16 -2.95
H: -0.87 0.16 -3.38
H: -0.70 -0.56 -4.96
H: 1.15 -1.82 -4.45
H: 1.49 -0.37 -3.55
H: 0.56 -3.07 -2.53
H: 2.05 -2.19 -2.16
H: -0.11 -2.33 -0.52
H: -0.49 -0.84 -1.31
H: 2.35 -0.98 -0.43
H: 1.24 -1.29 0.86
H: 0.37 1.00 -1.85
H: 1.68 3.10 2.47
H: 2.64 1.10 3.15
H: 2.68 -0.29 2.12
H: 0.69 -1.17 2.86
H: 1.31 -0.43 4.31
H: -0.60 0.78 4.55
H: -0.32 1.59 3.01
H: -2.58 -2.03 3.28
Ag: -3.21 -2.57 4.86

Output
gap between HOMO and LUMO: 4.32 eV
total charge: +1
largest force on an atom: 2.36 eV Å⁻¹
energy relative to the best compared isomer or geometry (same formula, charge and spin): 0.0000 eV
HOMO level: -11.04 eV

Mulliken population analysis, charges in e, atoms 1 to 2: -0.5976 -0.3601

---

5.
Formula: C15H22BF4O7PS2Si2
Source: OMol25
Level of theory: ωB97M-V/def2-TZVPD

Positions of all 54 atoms, in Å:
C: 4.48 -0.47 1.78
C: 3.91 1.00 1.82
S: 4.34 2.03 0.36
C: 3.82 1.13 -1.15
Si: 1.90 1.12 -1.38
C: 1.60 0.05 -2.94
C: 1.14 -1.40 -2.67
O: 1.95 -2.26 -2.51
F: -0.22 -1.76 -2.64
O: 1.29 0.50 0.10
Si: -0.38 0.37 0.26
C: -0.74 -1.49 0.61
C: 0.60 -2.33 0.77
O: 1.15 -2.14 2.08
C: 0.35 -3.89 0.62
F: 0.08 -4.49 1.81
F: 1.52 -4.45 0.13
F: -0.64 -4.20 -0.28
O: -0.85 1.36 1.60
C: -2.01 0.90 2.22
O: -1.96 0.73 3.42
C: -3.36 0.61 1.52
C: -4.24 1.67 0.97
C: -5.49 1.41 0.28
C: -5.95 0.03 0.09
C: -5.14 -1.04 0.65
C: -3.87 -0.77 1.36
P: -1.64 0.97 -1.45
S: -2.22 2.86 -1.41
B: 1.47 3.05 -1.68
O: 1.42 3.53 -3.01
O: 1.27 3.91 -0.60
H: 4.10 -1.08 0.93
H: 4.13 -0.98 2.73
H: 5.61 -0.51 1.82
H: 2.81 0.93 2.03
H: 4.36 1.51 2.72
H: 4.23 1.54 -2.11
H: 4.09 0.03 -1.08
H: 0.91 0.61 -3.65
H: 2.57 -0.03 -3.50
H: -1.30 -1.65 1.56
H: -1.39 -1.88 -0.23
H: 1.40 -2.04 0.04
H: 0.57 -1.57 2.61
H: -3.87 2.72 1.09
H: -6.08 2.25 -0.13
H: -6.88 -0.23 -0.45
H: -5.47 -2.10 0.52
H: -3.34 -1.67 1.74
H: -2.86 0.21 -1.34
H: -1.13 0.68 -2.74
H: 2.16 3.12 -3.50
H: 1.78 3.60 0.18

Output
gap between HOMO and LUMO: 8.15 eV
largest force on an atom: 3.55 eV Å⁻¹
energy relative to the best compared isomer or geometry (same formula, charge and spin): 2.1223 eV
HOMO level: -8.71 eV

Mulliken population analysis, charges in e, atoms 1 to 2: -1.0066 0.0316

---

6.
Formula: C15H22ClCrF4N3O
Source: OMol25
Level of theory: ωB97M-V/def2-TZVPD

Positions of all 47 atoms, in Å:
Cr: -0.58 -0.25 -0.09
C: -0.59 2.00 2.88
C: -0.68 0.48 2.97
N: 0.08 -0.29 1.94
C: 0.24 -1.69 2.43
C: -1.01 -2.34 2.99
C: 1.45 0.28 1.75
C: 2.16 -0.41 0.61
N: 1.19 -0.46 -0.48
C: 1.59 -0.71 -1.79
C: 0.62 -0.52 -2.77
F: -0.62 -0.11 -2.34
C: 0.85 -0.72 -4.12
F: -0.15 -0.50 -4.98
C: 2.09 -1.13 -4.55
C: 3.06 -1.34 -3.60
F: 4.27 -1.75 -3.97
C: 2.83 -1.14 -2.24
F: 3.83 -1.40 -1.38
H: -1.31 2.42 3.57
H: -0.83 2.37 1.88
H: 0.39 2.37 3.17
H: -1.71 0.17 2.89
H: -0.31 0.17 3.96
H: 1.01 -1.68 3.21
H: 0.64 -2.28 1.61
H: -1.29 -1.94 3.96
H: -0.82 -3.41 3.12
H: -1.87 -2.23 2.33
H: 2.02 0.22 2.68
H: 1.33 1.34 1.50
H: 2.52 -1.40 0.89
H: 3.04 0.18 0.33
H: 2.29 -1.29 -5.60
Cl: -2.90 -1.06 0.10
C: -1.42 -2.02 -0.35
H: -1.57 -2.37 -1.37
H: -1.33 -2.85 0.34
C: -1.62 3.81 -1.10
C: -1.87 2.34 -1.01
N: -2.84 1.80 -1.74
O: -1.16 1.65 -0.24
H: -2.35 4.32 -1.73
H: -0.62 3.96 -1.51
H: -1.64 4.22 -0.10
H: -3.40 2.37 -2.35
H: -3.03 0.81 -1.68

Output
gap between HOMO and LUMO (spin up / spin down): 8.33 / 8.86 eV
2S+1: 2
total charge: +1
⟨S²⟩: 0.7670
largest force on an atom: 0.43 eV Å⁻¹
energy relative to the best compared isomer or geometry (same formula, charge and spin): 0.0000 eV
HOMO level (spin up / spin down): -11.39 / -11.42 eV

Mulliken population analysis, charges in e, atoms 1 to 2: -0.0404 -1.5929

---

7.
Formula: C15H22ClN3O3P
Source: OMol25
Level of theory: ωB97M-V/def2-TZVPD

Positions of all 45 atoms, in Å:
C: -1.34 3.19 0.70
C: -1.46 1.81 0.76
N: -0.87 1.07 -0.39
C: 0.52 0.76 -0.40
C: 1.58 1.06 0.69
C: 1.40 0.11 1.94
C: 0.84 0.64 3.19
C: 0.64 -0.22 4.37
C: 0.97 -1.64 4.33
C: 1.55 -2.17 3.09
C: 1.76 -1.32 1.93
C: 2.41 -2.00 0.67
C: 0.65 0.11 -1.69
C: 2.02 -0.40 -2.25
C: 2.53 0.75 -3.25
N: -0.60 0.04 -2.30
Cl: -0.72 -0.72 -3.82
C: -1.55 0.65 -1.49
P: -3.36 0.78 -1.96
N: -3.98 2.20 -1.66
O: -4.22 -0.30 -1.06
O: -3.60 0.51 -3.59
H: -1.79 3.72 -0.18
H: -0.79 3.80 1.46
H: -1.92 1.28 1.62
H: 1.45 2.10 1.10
H: 2.62 1.02 0.27
H: 0.56 1.71 3.32
H: 0.21 0.19 5.31
H: 0.81 -2.34 5.17
H: 1.81 -3.25 3.05
H: 1.67 -2.22 -0.14
H: 3.23 -1.29 0.34
H: 2.95 -2.94 0.96
H: 1.94 -1.40 -2.75
H: 2.76 -0.42 -1.41
H: 3.49 0.47 -3.73
H: 2.64 1.66 -2.60
H: 1.72 1.01 -3.99
H: -3.24 2.79 -1.27
H: -3.75 -1.18 -1.04
H: -2.89 0.92 -4.11
O: -2.85 -3.24 -0.01
H: -3.52 -3.32 0.68
H: -2.26 -3.99 0.15

Output
gap between HOMO and LUMO: 7.75 eV
total charge: +1
largest force on an atom: 4.19 eV Å⁻¹
HOMO level: -11.76 eV

Mulliken population analysis, charges in e, atoms 1 to 2: -0.5042 -0.4891

---

8.
Formula: C15H22F5N4O4
Source: OMol25
Level of theory: ωB97M-V/def2-TZVPD

Positions of all 50 atoms, in Å:
C: -2.22 -0.79 2.60
C: -1.02 -0.66 2.62
N: 0.37 -0.83 2.36
N: 1.04 -1.82 2.93
N: 2.32 -1.78 2.56
C: 2.38 -0.64 1.71
C: 3.80 -0.28 1.13
F: 3.91 1.02 0.65
F: 4.69 -0.36 2.21
C: 4.35 -1.37 0.06
F: 5.15 -2.26 0.77
F: 5.20 -0.70 -0.79
F: 3.34 -2.04 -0.58
N: 1.12 -0.05 1.56
C: 0.80 1.15 0.76
C: -0.52 1.06 -0.12
C: -0.76 -0.35 -0.82
C: 0.31 -0.74 -1.93
C: 0.68 0.43 -2.95
C: 2.27 0.44 -3.12
O: 2.77 1.78 -3.39
C: 4.16 1.74 -3.16
C: 4.83 3.06 -2.58
O: 4.87 0.79 -3.41
H: -3.33 -1.00 2.55
H: 1.64 1.51 0.09
H: 0.63 2.00 1.51
H: -0.57 1.94 -0.83
H: -1.39 1.21 0.59
H: -0.72 -1.15 -0.02
H: -1.83 -0.37 -1.22
H: 1.20 -1.19 -1.41
H: -0.15 -1.57 -2.55
H: 0.25 1.44 -2.71
H: 0.26 0.14 -3.97
H: 2.51 -0.25 -4.00
H: 2.78 0.03 -2.19
H: 4.10 3.92 -2.55
H: 5.23 2.89 -1.54
H: 5.69 3.29 -3.27
C: -7.86 -0.79 2.05
C: -6.58 -1.61 2.00
O: -5.65 -1.09 2.96
O: -7.57 0.58 1.79
H: -8.58 -1.14 1.32
H: -8.31 -0.84 3.05
H: -6.11 -1.53 1.02
H: -6.77 -2.66 2.22
H: -5.99 -1.30 3.84
H: -6.72 0.76 2.21

Output
gap between HOMO and LUMO: 7.15 eV
total charge: +1
largest force on an atom: 4.66 eV Å⁻¹
HOMO level: -12.49 eV

Mulliken population analysis, charges in e, atoms 1 to 2: 0.2920 -0.5237

---

9.
Formula: C15H22N13O3STi
Source: OMol25
Level of theory: ωB97M-V/def2-TZVPD

Positions of all 55 atoms, in Å:
Ti: 0.27 0.55 -0.26
N: 0.15 3.94 2.93
C: 0.08 2.79 2.16
S: 1.49 1.80 2.03
N: -1.08 2.56 1.64
N: -1.11 1.41 0.86
C: -2.32 0.96 0.58
C: -2.43 -0.22 -0.17
C: -3.67 -0.81 -0.49
C: -3.70 -2.00 -1.16
C: -2.48 -2.62 -1.52
C: -1.31 -1.98 -1.21
N: -1.24 -0.81 -0.55
H: 1.07 4.32 3.01
H: -0.58 4.62 2.72
H: -3.19 1.50 0.93
H: -4.58 -0.30 -0.20
H: -4.65 -2.45 -1.42
H: -2.46 -3.56 -2.06
H: -0.37 -2.42 -1.49
C: -1.33 -2.97 2.14
O: -1.26 -1.58 2.34
C: -0.13 -1.15 3.07
C: 1.20 -1.54 2.46
O: 1.31 -1.21 1.08
C: 2.26 -2.08 0.44
C: 2.67 -1.52 -0.89
O: 1.48 -1.06 -1.55
C: 1.70 -0.74 -2.92
H: -1.21 -3.52 3.08
H: -2.32 -3.19 1.72
H: -0.58 -3.32 1.42
H: -0.20 -0.07 3.15
H: -0.14 -1.59 4.08
H: 1.99 -1.04 3.01
H: 1.34 -2.62 2.55
H: 3.15 -2.18 1.05
H: 1.80 -3.06 0.34
H: 3.36 -0.69 -0.78
H: 3.13 -2.31 -1.48
H: 2.51 -0.01 -3.02
H: 1.94 -1.65 -3.48
H: 0.78 -0.30 -3.30
N: 0.55 3.63 -1.35
C: -0.47 2.90 -1.93
N: -1.45 3.39 -2.64
N: -2.15 2.30 -3.06
N: -1.63 1.22 -2.60
N: -0.52 1.56 -1.86
C: 1.78 3.01 -1.23
N: 2.94 3.62 -1.40
N: 3.85 2.64 -1.23
N: 3.26 1.52 -0.96
N: 1.92 1.72 -0.93
H: 0.59 4.59 -1.65

Output
gap between HOMO and LUMO (spin up / spin down): 5.52 / 6.88 eV
2S+1: 3
total charge: -1
⟨S²⟩: 2.0156
largest force on an atom: 2.78 eV Å⁻¹
energy relative to the best compared isomer or geometry (same formula, charge and spin): 0.9424 eV
HOMO level (spin up / spin down): -3.13 / -4.51 eV

Mulliken population analysis, charges in e, atoms 1 to 2: -0.7445 -0.5640

---

10.
Formula: C15H22N2O3S
Source: OMol25
Level of theory: ωB97M-V/def2-TZVPD

Positions of all 43 atoms, in Å:
C: 3.15 -2.34 2.63
H: 3.83 -2.11 1.80
H: 2.54 -3.20 2.36
H: 3.71 -2.53 3.54
O: 2.31 -1.23 2.90
C: 1.72 -0.66 1.85
O: 1.94 -0.95 0.70
C: 0.78 0.47 2.26
N: 0.20 1.05 1.07
C: 0.57 2.33 0.70
O: 1.10 3.12 1.45
N: 0.21 2.66 -0.58
C: -0.31 1.75 -1.53
C: 0.49 1.31 -2.57
C: 0.02 0.39 -3.50
C: -1.28 -0.08 -3.36
C: -2.09 0.37 -2.34
C: -1.63 1.30 -1.41
C: -2.53 1.83 -0.33
H: -2.55 2.91 -0.37
H: -3.54 1.45 -0.45
H: -2.16 1.55 0.66
H: -3.10 0.01 -2.26
H: -1.66 -0.80 -4.07
C: 0.91 -0.07 -4.61
H: 0.38 -0.75 -5.28
H: 1.77 -0.60 -4.20
H: 1.28 0.77 -5.19
H: 1.50 1.69 -2.65
H: 0.64 3.51 -0.92
H: 0.09 0.40 0.31
C: -0.30 -0.02 3.24
C: -1.30 -0.98 2.60
H: -1.78 -0.53 1.74
H: -2.06 -1.25 3.34
S: -0.55 -2.55 2.05
C: -0.72 -2.45 0.25
H: 0.10 -1.87 -0.17
H: -0.66 -3.47 -0.12
H: -1.68 -2.02 -0.01
H: 0.19 -0.51 4.08
H: -0.85 0.85 3.61
H: 1.38 1.24 2.76

Output
gap between HOMO and LUMO: 9.34 eV
largest force on an atom: 0.54 eV Å⁻¹
energy relative to the best compared isomer or geometry (same formula, charge and spin): 0.0000 eV
HOMO level: -8.61 eV

Mulliken population analysis, charges in e, atoms 1 to 2: -0.6580 0.3055

---

> Which formula does entry 9 have?

C15H22N13O3STi

---

> What is the largest force on an atom in the seventh record?

4.19 eV Å⁻¹